DFT (wB97M-V/def2-TZVPD) results for a single C26H31N3O4 molecule.

Structure (XYZ):
```
64
Properties=species:S:1:pos:R:3:forces:R:3:lowdin_charge:R:1
C 8.849 1.816 0.085 -0.46 -0.17 -0.01 -0.066
C 7.642 0.916 0.303 0.61 -0.12 0.10 -0.252
H 7.711 0.026 -0.334 -0.05 0.07 0.10 0.127
H 7.592 0.594 1.349 0.00 0.01 -0.22 0.120
O 6.492 1.672 -0.037 -0.13 0.12 0.12 -0.041
C 5.277 1.076 -0.199 -0.17 -0.09 -0.10 -0.197
C 4.357 1.833 -0.919 0.15 -0.22 0.16 0.001
C 3.073 1.392 -1.157 -0.05 -0.15 0.06 -0.024
C 2.679 0.151 -0.672 0.45 0.02 0.20 -0.212
C 3.580 -0.618 0.055 -0.05 -0.16 0.09 0.050
C 4.871 -0.173 0.310 0.19 0.27 -0.08 -0.175
O 5.768 -0.879 1.069 -0.13 0.41 -0.18 -0.076
C 5.485 -2.213 1.443 -0.03 -0.44 0.00 -0.235
C 5.602 -3.194 0.282 -0.03 0.36 0.19 -0.057
H 5.449 -4.207 0.645 -0.02 -0.13 0.02 0.078
H 4.860 -2.981 -0.483 -0.05 -0.05 -0.08 0.070
H 6.591 -3.125 -0.165 0.08 -0.02 -0.04 0.078
H 4.499 -2.286 1.916 0.10 0.04 0.02 0.119
H 6.245 -2.437 2.198 -0.17 0.00 -0.05 0.125
H 3.242 -1.567 0.431 0.03 -0.05 0.02 0.090
N 1.374 -0.279 -0.941 -0.05 0.38 -0.31 0.145
C 0.747 -1.399 -0.532 -0.55 -0.01 -0.24 -0.441
O 1.214 -2.288 0.153 0.14 -0.22 0.17 0.064
C -0.713 -1.434 -1.016 0.19 -0.05 -0.17 -0.050
N -1.522 -0.453 -0.311 0.10 -0.20 -0.18 -0.073
C -1.616 0.787 -0.827 0.03 0.15 0.17 -0.469
O -0.933 1.122 -1.790 0.01 0.22 -0.27 0.024
C -2.574 1.768 -0.176 -0.07 0.08 -0.14 -0.038
C -3.954 1.235 0.116 -0.32 -0.14 -0.29 -0.138
C -4.677 0.531 -0.826 0.12 0.18 0.25 -0.145
C -5.943 -0.003 -0.455 -0.11 0.13 0.51 -0.109
C -6.742 -0.801 -1.301 -0.11 -0.10 -0.10 -0.031
C -7.944 -1.292 -0.870 0.12 -0.04 -0.25 -0.081
C -8.413 -1.010 0.421 0.00 0.09 0.24 -0.080
C -7.665 -0.242 1.269 -0.15 -0.13 -0.10 -0.014
C -6.421 0.272 0.852 0.09 -0.22 -0.66 -0.219
N -5.726 1.031 1.719 0.04 0.22 0.52 0.152
C -4.553 1.492 1.382 -0.18 -0.05 0.09 -0.286
C -3.888 2.346 2.421 -0.01 0.00 -0.01 -0.030
H -4.579 2.470 3.250 0.01 0.00 0.00 0.081
H -2.976 1.885 2.801 0.14 0.03 0.03 0.076
H -3.639 3.326 2.017 0.12 0.09 0.02 0.086
H -7.995 -0.010 2.270 -0.03 0.04 0.11 0.111
H -9.366 -1.406 0.738 -0.07 -0.02 0.05 0.103
H -8.542 -1.905 -1.528 -0.02 -0.04 -0.07 0.102
H -6.397 -1.040 -2.295 0.02 -0.01 -0.10 0.103
C -4.183 0.315 -2.224 0.01 0.04 0.07 -0.012
H -3.881 -0.724 -2.366 0.04 -0.08 -0.09 0.101
H -3.338 0.951 -2.461 0.04 0.02 -0.10 0.073
H -4.977 0.534 -2.936 -0.01 -0.03 -0.06 0.091
H -2.639 2.626 -0.853 0.17 -0.09 0.07 0.143
H -2.101 2.121 0.741 -0.01 0.04 -0.03 0.118
C -2.082 -0.899 0.942 -0.23 -0.12 0.29 -0.003
H -1.367 -1.569 1.421 0.00 0.06 0.03 0.103
H -2.266 -0.062 1.608 0.00 -0.01 0.05 0.084
H -3.021 -1.438 0.786 0.02 0.01 0.06 0.106
H -1.125 -2.428 -0.833 0.12 0.09 0.01 0.134
H -0.748 -1.208 -2.086 -0.04 -0.07 0.12 0.134
H 0.810 0.377 -1.483 -0.04 -0.25 0.12 0.110
H 2.380 1.999 -1.720 -0.08 0.09 -0.08 0.113
H 4.687 2.791 -1.289 0.05 0.11 -0.05 0.121
H 8.765 2.704 0.705 0.05 0.10 0.07 0.075
H 9.759 1.283 0.346 0.12 -0.04 0.03 0.074
H 8.902 2.125 -0.956 0.06 0.04 -0.10 0.075
```
Positions in Å, forces in eV/Å.

For the LUMO energy, the calculation gives 0.17 eV. The electronic energy is -1474.62422 Ha. As for the SMILES: CCOc1ccc(NC(=O)CN(C)C(=O)Cc2c(C)nc3ccccc3c2C)cc1OCC. The energy above the lowest of the compared OMol25 structures with the same formula, charge and spin is 35.8 kcal per mole. Its net charge is 0. For the HOMO energy, the calculation gives -7.52 eV. The calculation puts the HOMO-LUMO gap at 0.283 Ha.